The following is a DFT calculation (the ωB97M-V functional and the def2-TZVPD basis) of 2 unconnected molecules or ions with the total composition C10H28N4S2Si2 in a non-equilibrium geometry.

XYZ file:
```
46
Properties=species:S:1:pos:R:3:nbo_charge:R:1
C 2.39238 2.22967 0.19653 -0.66
C 2.32145 2.75491 1.76975 -0.01
S 1.14862 1.49307 2.52630 0.01
C 3.79956 3.00264 2.46994 -0.28
N 3.92130 4.53967 2.40569 -0.62
C 2.53654 5.14678 2.31620 0.64
N 2.08021 6.43328 2.47144 -0.90
N 1.53086 4.05969 2.00125 -0.56
S 0.94619 3.69954 3.64522 0.31
H 1.47214 1.51815 0.03435 0.29
H 2.36793 3.12807 -0.55618 0.23
H 3.40467 1.60750 0.11651 0.23
H 1.82275 0.56554 3.33655 0.18
H 3.99515 2.58113 3.55225 0.24
H 4.65590 2.54727 1.77893 0.24
H 4.28730 4.65509 1.41292 0.40
H 1.92921 6.91297 3.40916 0.45
H 1.84562 6.98756 1.59435 0.43
H 2.04420 3.79527 4.55578 0.13
C -3.39656 -3.10255 -4.28968 -1.11
Si -2.39819 -3.19948 -2.68320 1.79
C -0.71196 -3.87254 -3.15491 -1.13
C -3.27160 -4.45095 -1.59211 -1.13
N -2.31137 -1.61392 -1.95647 -1.56
Si -1.44651 -1.37978 -0.45727 1.80
C 0.37903 -1.78675 -0.59828 -1.14
C -2.18114 -2.35985 0.96404 -1.13
C -1.53887 0.44127 0.05197 -1.12
H -3.45219 -4.09346 -4.74979 0.21
H -4.41577 -2.75919 -4.09371 0.23
H -2.92333 -2.42023 -5.00114 0.23
H -0.82565 -4.76632 -3.77639 0.22
H -0.12871 -4.16065 -2.27868 0.22
H -0.14518 -3.13484 -3.72932 0.23
H -4.22986 -4.05938 -1.23749 0.23
H -2.66565 -4.72967 -0.72842 0.22
H -3.46940 -5.36803 -2.15578 0.22
H 0.55256 -2.86134 -0.68478 0.23
H 0.90932 -1.44608 0.29656 0.20
H 0.82464 -1.28843 -1.46446 0.23
H -3.26127 -2.20163 1.03021 0.24
H -1.73465 -2.04019 1.91077 0.21
H -1.98851 -3.42923 0.86314 0.23
H -2.58060 0.75076 0.19835 0.23
H -1.08778 1.08409 -0.71060 0.22
H -1.00278 0.59056 0.99051 0.20
```

Computed properties:
- 2S+1 = 1
- energy (hartree) = -1991.91887
- lowest unoccupied orbital energy (eV) = -3.6
- E_HOMO (eV) = -5.2
- total charge = 0
- maximum force (eV/Å) = 4.9

***

The following is a DFT calculation (the ωB97M-V functional and the def2-TZVPD basis) of 4 unconnected molecules or ions with the total composition C10H28O8S4 in a non-equilibrium geometry.

XYZ file:
```
50
Properties=species:S:1:pos:R:3:nbo_charge:R:1
O -0.99322 5.45082 -0.44221 -0.95
S -0.36927 5.27329 -1.72062 2.41
O 0.81346 4.49225 -1.82156 -0.94
O -1.44530 4.71111 -2.71746 -0.73
C -2.59240 4.02287 -2.12535 -0.07
C -2.18746 2.66528 -1.53893 -0.66
C -0.11729 6.79762 -2.48324 -0.91
H -3.22944 3.91660 -3.00113 0.20
H -3.06714 4.68164 -1.40526 0.21
H -1.16090 2.51447 -1.87133 0.24
H -2.72624 1.85757 -2.03677 0.21
H -2.35304 2.66282 -0.46911 0.23
H -0.08574 6.64350 -3.55881 0.26
H 0.79742 7.26595 -2.12947 0.26
H -0.94196 7.46045 -2.23068 0.25
O 0.04814 -1.39072 0.57680 -0.98
S -0.60265 -0.22999 1.12367 2.41
O -0.48469 0.01272 2.51139 -0.93
O -0.14757 1.02939 0.31234 -0.73
C 1.22972 1.21411 -0.05645 -0.07
C 1.81876 2.37366 0.72015 -0.64
C -2.30489 -0.24846 0.67927 -0.89
H 1.24811 1.36518 -1.13667 0.19
H 1.80773 0.30030 0.09797 0.19
H 2.84739 2.52710 0.38445 0.22
H 1.74680 2.18046 1.78615 0.22
H 1.32918 3.30058 0.42111 0.24
H -2.77106 0.59887 1.17618 0.25
H -2.68453 -1.16074 1.13578 0.26
H -2.38194 -0.21191 -0.40105 0.25
C 2.43183 -2.47754 -1.11837 -0.83
S 2.91361 -4.06930 -0.36164 1.24
O 3.29261 -4.96592 -1.48214 -0.99
C 4.47419 -3.55400 0.38006 -0.84
H 2.65739 -2.53321 -2.18121 0.24
H 3.01211 -1.65688 -0.70328 0.22
H 1.37481 -2.40479 -0.89046 0.26
H 4.68589 -4.10595 1.29554 0.23
H 4.52461 -2.49619 0.63412 0.22
H 5.25100 -3.79333 -0.34765 0.25
C -0.99421 -5.78842 3.45224 -0.83
S -2.52620 -5.02245 2.89528 1.25
O -2.73356 -3.79386 3.69968 -0.98
C -1.88930 -4.48152 1.30850 -0.84
H -1.26045 -6.43413 4.29056 0.23
H -0.35575 -4.98444 3.81255 0.25
H -0.59809 -6.42805 2.66686 0.23
H -0.81896 -4.27826 1.34505 0.24
H -2.39845 -3.57598 0.98586 0.24
H -2.08304 -5.23257 0.53929 0.23
```

Computed properties:
- 2S+1 = 1
- energy (hartree) = -2592.36700
- lowest unoccupied orbital energy (eV) = 0.4
- E_HOMO (eV) = -8.8
- total charge = 0
- ΔE to the lowest compared entry with this formula, charge and spin (kcal per mole) = 17.87
- maximum force (eV/Å) = 1.2

***

The following is a DFT calculation (the ωB97M-V functional and the def2-TZVPD basis) of a gas-phase ion, C10H29B2NO2PSi (charge -1) in a non-equilibrium geometry.

XYZ file:
```
46
Properties=species:S:1:pos:R:3:nbo_charge:R:1
C -3.43258 -2.00585 1.71525 -0.64
C -2.81891 -0.80954 0.74471 -0.41
C -2.03039 0.28918 1.66383 -0.61
B -0.40742 0.38344 1.42612 -0.58
C 0.00716 1.38332 0.18533 -0.61
C -0.76507 1.09898 -1.23083 -0.08
O -0.49290 -0.20440 -1.84951 -0.90
Si 0.68951 -0.11702 -3.14050 1.90
C -0.23247 -0.25426 -4.85410 -1.16
C 1.93399 1.34485 -3.03264 -1.18
C 1.74240 -1.77043 -3.00755 -1.16
B 0.34797 -1.11786 1.35048 1.14
N 1.76504 -1.20801 0.73317 -1.23
O -0.23247 -2.37045 1.87250 -1.00
P 0.29865 1.17963 3.06582 0.61
C 1.27191 -0.09922 4.09486 -0.96
C 1.42704 2.67044 2.68730 -0.95
H -2.73470 -2.29789 2.60917 0.23
H -3.75528 -2.90454 1.03509 0.19
H -4.44573 -1.55768 2.15770 0.19
H -2.23311 -1.20722 -0.18610 0.21
H -3.77761 -0.24887 0.30618 0.18
H -2.47222 1.36199 1.38393 0.18
H -2.24188 0.12867 2.81207 0.22
H 1.19400 1.36568 0.06269 0.19
H -0.32261 2.47934 0.52510 0.20
H -1.93360 1.17824 -1.00194 0.19
H -0.54201 2.02695 -1.94662 0.14
H -0.71769 0.76845 -5.17295 0.24
H 0.60163 -0.59284 -5.62501 0.23
H -1.03484 -1.13735 -4.83962 0.25
H 2.15866 1.63297 -1.91866 0.27
H 2.91108 0.99991 -3.62386 0.24
H 1.45534 2.26459 -3.58774 0.24
H 2.82277 -1.52493 -2.62746 0.24
H 1.70148 -2.39442 -4.00192 0.23
H 1.24542 -2.45257 -2.16908 0.26
H 1.79527 -0.72586 -0.19241 0.37
H 2.47280 -0.77701 1.39990 0.38
H -0.60837 -2.83738 1.06272 0.49
H 2.33054 -0.33016 3.60650 0.18
H 0.66817 -1.09524 4.34200 0.25
H 1.47666 0.39636 5.16154 0.21
H 2.43749 2.41769 2.15391 0.19
H 1.68626 3.17203 3.73794 0.21
H 0.79059 3.49828 2.11269 0.24
```

Computed properties:
- 2S+1 = 1
- energy (hartree) = -1284.18755
- lowest unoccupied orbital energy (eV) = 2.9
- E_HOMO (eV) = -3.1
- total charge = -1
- maximum force (eV/Å) = 2.7

***

The following is a DFT calculation (the ωB97M-V functional and the def2-TZVPD basis) of a molecular structure, C10H29O5S4Tl in a non-equilibrium geometry.

XYZ file:
```
49
Properties=species:S:1:pos:R:3:nbo_charge:R:1
Tl -5.61463 -18.94669 18.15070 1.07
C -3.43051 -18.78098 13.59953 -0.65
C -3.31242 -17.84151 14.74531 -0.15
O -3.64174 -18.34022 16.02328 -0.28
H -3.36429 -18.22182 12.66623 0.25
H -4.43690 -19.18194 13.47904 0.22
H -2.73352 -19.61688 13.65942 0.23
H -4.02256 -17.04467 14.52426 0.29
H -2.26328 -17.54683 14.76902 0.26
C -5.37064 -23.52182 20.76879 -0.80
S -5.79682 -21.71926 20.71878 1.21
O -6.40984 -21.34606 19.37671 -0.98
C -7.20108 -21.71948 21.98382 -0.80
H -5.57197 -23.98436 21.73503 0.27
H -4.32980 -23.59922 20.45454 0.23
H -5.85626 -24.09879 19.98180 0.24
H -8.06714 -22.34064 21.75531 0.25
H -7.59379 -20.71432 22.13717 0.25
H -6.74571 -21.86632 22.96320 0.25
C -9.36280 -19.88239 15.04041 -0.84
S -8.52609 -18.27618 15.07718 1.25
O -7.19491 -18.33576 15.83112 -0.92
C -8.08570 -18.29163 13.25419 -0.76
H -9.28636 -20.39574 15.99891 0.26
H -8.98580 -20.62102 14.33302 0.23
H -10.42062 -19.72968 14.82644 0.27
H -8.78171 -18.98809 12.78663 0.24
H -7.09127 -18.72010 13.12918 0.24
H -8.27129 -17.29905 12.84377 0.26
C -6.50864 -23.60209 16.98056 -0.75
S -6.76692 -22.21809 15.65199 1.23
O -6.61052 -20.88470 16.33359 -0.91
C -5.40290 -22.60490 14.45233 -0.81
H -6.71525 -24.59114 16.57169 0.24
H -7.20164 -23.44008 17.80616 0.26
H -5.46324 -23.61047 17.28909 0.23
H -4.44070 -22.25669 14.82785 0.24
H -5.53960 -22.24244 13.43348 0.26
H -5.24121 -23.68193 14.49679 0.26
C -1.54891 -21.17507 16.72955 -0.83
S -2.41431 -21.69405 18.19343 1.27
O -3.87289 -21.33037 18.09429 -0.98
C -2.44957 -23.51859 17.94010 -0.81
H -1.63622 -20.09701 16.59448 0.26
H -1.86573 -21.82319 15.91243 0.23
H -0.53592 -21.52218 16.93317 0.26
H -2.77296 -23.74681 16.92450 0.23
H -3.07990 -24.10375 18.60972 0.25
H -1.42344 -23.88297 17.98876 0.26
```

Computed properties:
- 2S+1 = 1
- energy (hartree) = -2538.93927
- lowest unoccupied orbital energy (eV) = -11.2
- E_HOMO (eV) = -14.5
- total charge = +2
- ΔE to the lowest compared entry with this formula, charge and spin (kcal per mole) = 55.64
- maximum force (eV/Å) = 2.9

***

The following is a DFT calculation (the ωB97M-V functional and the def2-TZVPD basis) of a molecular structure, C10H30BN2O3Ti in a non-equilibrium geometry.

XYZ file:
```
47
Properties=species:S:1:pos:R:3:nbo_charge:R:1
Ti -0.90780 -0.60101 0.54354 0.74
B -2.84695 -2.49852 0.03873 -0.82
H -3.30267 -2.36244 1.00725 -0.03
H -2.87820 -1.55696 -0.48730 -0.06
H -1.86719 -2.91464 0.21529 -0.04
H -3.48740 -3.16747 -0.51498 0.02
C 0.71217 -2.52990 2.98895 -0.25
O -0.00788 -1.41236 2.49066 -0.57
C -0.82827 -0.86602 3.55403 -0.07
C -1.18007 0.66995 3.24570 -0.24
N -2.05227 0.71547 2.04173 -0.70
C -2.10256 2.04788 1.49737 -0.24
C -2.49547 2.09885 -0.02181 -0.06
O -1.40954 1.54839 -0.77083 -0.55
C -1.42481 1.96231 -2.12219 -0.25
H 0.08112 -3.32932 3.37730 0.19
H 1.43645 -2.25949 3.75733 0.18
H 1.19377 -3.13332 2.21949 0.21
H -0.36404 -0.92065 4.53871 0.19
H -1.76886 -1.40940 3.64414 0.19
H -0.24872 1.17985 2.99933 0.22
H -1.75859 1.20998 3.99523 0.19
H -2.98993 0.37638 2.20268 0.38
H -1.10476 2.48661 1.49470 0.22
H -2.62135 2.76486 2.13369 0.19
H -2.65840 3.13021 -0.33462 0.18
H -3.43712 1.61060 -0.27280 0.19
H -2.20535 1.43218 -2.66793 0.19
H -0.48515 1.67116 -2.59162 0.19
H -1.42416 3.04044 -2.28259 0.19
C 2.42406 0.04090 -0.24789 -0.61
C 1.58222 0.13353 -1.57196 -0.08
C 2.48462 0.07178 -2.78858 -0.08
O 3.27585 1.19420 -3.09691 -0.53
C 4.46801 0.77295 -3.64308 -0.25
N 0.57157 -0.93343 -1.49498 -0.86
H 3.25434 0.71853 -0.44676 0.21
H 2.76774 -0.97089 -0.03275 0.20
H 1.89326 0.32856 0.65963 0.23
H 1.18613 1.14902 -1.57121 0.21
H 1.94996 -0.18854 -3.70208 0.17
H 3.15799 -0.78382 -2.73750 0.16
H 4.24346 0.28928 -4.59374 0.16
H 5.11378 0.16466 -3.00980 0.17
H 5.03913 1.66358 -3.90519 0.19
H -0.11098 -0.86085 -2.23589 0.38
H 1.13284 -1.77309 -1.50051 0.38
```

Computed properties:
- 2S+1 = 4
- energy (hartree) = -1608.28816
- lowest unoccupied orbital energy (alpha / beta) (eV) = 0.6 / 0.4
- E_HOMO (alpha / beta) (eV) = -3.8 / -8.6
- total charge = 0
- ΔE to the lowest compared entry with this formula, charge and spin (kcal per mole) = 50.07
- maximum force (eV/Å) = 4.9

***

Q: What is the formula in the first record?
A: C10H28N4S2Si2

***

Q: What is the formula in the third record?
A: C10H29B2NO2PSi